*i*
Density functional theory data (the ωB97M-V functional and the def2-TZVPD basis) for a structure of composition C3H12O4.

Geometry (Å):
O: -0.0337 0.9674 0.8414
C: -0.6103 0.1052 0.2310
C: -2.0818 -0.0636 0.5844
C: -2.9742 1.0299 -0.0327
H: -0.7893 -0.2952 -1.1376
H: -2.1547 -0.1422 1.6846
H: -2.3733 -1.0878 0.3020
H: -3.9787 1.1711 0.3664
H: -3.0734 0.8842 -1.1172
H: -2.4139 1.9617 0.0165
H: 2.9576 -0.9668 -1.4516
H: 3.2896 0.3433 -0.5427
O: 3.5634 -0.2488 -1.2652
H: 2.0600 -2.2199 -0.0790
H: 0.8221 -1.8867 -0.7716
O: 1.6540 -2.3397 -0.9503
H: 2.5324 1.2341 1.6805
H: 1.2508 0.7973 0.7757
O: 2.3534 0.7565 0.8655

net charge	0


*ii*
Density functional theory data (the ωB97M-V functional and the def2-TZVPD basis) for a cluster of 4 separate species, C3H12O4 in total.

Geometry (Å):
C: 0.8444 -1.3967 -0.5114
C: -0.2627 -1.3498 0.5225
C: -0.4617 -0.1192 1.2979
O: -1.5454 0.5006 1.4521
H: 1.6613 -2.1000 -0.3397
H: 1.4104 -0.3441 -0.5231
H: 0.4527 -1.6104 -1.5646
H: -1.1796 -1.5625 -0.0648
H: -0.1318 -2.2529 1.1721
H: 0.4333 0.0183 2.1026
O: -0.0511 1.7024 -0.6352
H: -0.6617 2.4741 -0.5948
H: -0.4457 1.1429 -1.3265
O: 2.3006 1.3554 1.1413
H: 1.6426 1.3163 0.4108
H: 3.0460 1.8523 0.8101
O: -2.0390 0.1058 -1.3474
H: -2.9386 0.0226 -1.6494
H: -2.0739 0.2448 -0.3524

net charge	0
SMILES	CCC=O.O.O.O


Stability verdict: *ii*, ahead by 2.131 eV


*i*
Density functional theory data (the ωB97M-V functional and the def2-TZVPD basis) for a cluster of 3 separate species, C3H12O4 in total.

Geometry (Å):
O: 1.5144 1.1449 1.7634
C: 1.2073 0.2667 0.7118
C: -0.3093 -0.0518 0.7122
C: -0.7947 -0.8772 -0.4702
O: -2.1890 -1.0840 -0.4004
H: 1.6139 2.0492 1.4501
H: 1.6443 -0.7133 0.9402
H: 1.5464 0.5251 -0.2921
H: -0.7600 0.9387 0.8124
H: -0.5648 -0.6553 1.5840
H: -0.2804 -1.8410 -0.4210
H: -0.5072 -0.3951 -1.4131
H: -2.6241 -0.4877 -1.0137
O: 4.2331 -0.8595 -0.4073
H: 4.7427 -1.0334 -1.2008
H: 4.3327 0.0319 -0.0736
O: -3.9326 0.9775 -0.9811
H: -4.2179 0.4677 -0.2384
H: -4.6547 1.5966 -1.0622

net charge	0
SMILES	OCCCO.O.O


*ii*
Density functional theory data (the ωB97M-V functional and the def2-TZVPD basis) for a cluster of 4 separate species, C3H12O4 in total.

Geometry (Å):
C: 0.9716 1.4330 2.9425
C: 0.5336 1.9811 1.5709
C: 0.2607 1.0422 0.4773
O: -0.8704 0.8336 -0.0229
H: 2.0923 0.8806 2.9903
H: 0.1003 0.6563 3.2639
H: 0.9769 2.3059 3.6322
H: -0.6102 2.2838 1.7225
H: 1.1496 2.8211 1.2071
H: 1.2644 0.4153 0.3527
O: -0.4294 -1.9608 -2.1660
H: -1.2301 -1.9530 -1.7833
H: -0.4394 -2.8222 -2.5672
O: 2.2545 -1.4530 -1.1648
H: 1.2823 -1.8047 -1.2128
H: 2.8225 -1.6153 -1.9267
O: -2.5720 -0.8348 -0.9524
H: -3.1466 -0.4716 -0.2460
H: -1.9185 -0.1149 -0.9288

net charge	0
SMILES	CCC=O.O.O.O


Stability verdict: *i*, ahead by 1.048 eV


*i*
Density functional theory data (the ωB97M-V functional and the def2-TZVPD basis) for a cluster of 4 separate species, C3H12O4 in total.

Geometry (Å):
C: 0.7594 -1.6729 0.4516
C: 1.0346 -0.5084 1.0414
C: 0.5412 0.8634 0.5565
O: 1.8752 -0.4936 2.1260
H: 0.1877 -1.9483 -0.4235
H: 1.3624 -2.5311 0.7482
H: 1.1986 1.5837 1.0417
H: -0.4279 0.9692 1.0392
H: 0.7083 0.8191 -0.5100
H: 2.5893 -1.1004 1.9730
O: 0.9224 -0.4838 -3.6871
H: 0.4747 -0.8831 -2.9539
H: 0.2789 -0.2312 -4.3853
O: -0.7484 2.3831 3.6366
H: -0.2038 1.9537 2.9790
H: -0.8283 3.3026 3.4187
O: -2.9270 -0.9001 -2.4185
H: -3.6286 -1.0243 -1.7647
H: -3.1685 -0.0976 -2.8687

net charge	0
SMILES	C=C(C)O.O.O.O


*ii*
Density functional theory data (the ωB97M-V functional and the def2-TZVPD basis) for a cluster of 4 separate species, C3H12O4 in total.

Geometry (Å):
C: -0.0850 0.5332 3.3192
C: 0.0827 0.7041 1.8781
C: -0.9964 0.4738 0.9879
O: -0.9361 1.0264 -0.3509
H: -0.2101 1.4373 3.9000
H: -1.0337 0.0756 3.4838
H: 0.7040 -0.1246 3.7553
H: 0.9551 1.1113 1.2747
H: -1.9716 0.0600 1.1407
H: -1.2394 0.2805 -0.8531
O: -1.6788 -1.2564 -1.8338
H: -0.7572 -1.6954 -1.9771
H: -2.0799 -1.6875 -2.5909
O: 2.0810 0.9468 -1.0238
H: 1.4452 1.6047 -1.3521
H: 2.8799 1.0252 -1.5495
O: 1.0902 -1.7912 -1.7531
H: 1.6796 -1.1262 -1.2795
H: 1.1697 -2.6334 -1.3711

net charge	0
SMILES	C/C=C/O.O.O.O


*iii*
Density functional theory data (the ωB97M-V functional and the def2-TZVPD basis) for a cluster of 4 separate species, C3H12O4 in total.

Geometry (Å):
C: 1.9644 -3.4538 0.4906
C: 1.5544 -2.1135 0.0803
C: 1.8806 -0.9465 0.7091
O: 1.8664 0.3032 0.2519
H: 3.0994 -3.5472 0.4632
H: 1.6589 -3.9136 1.3739
H: 1.4409 -4.0753 -0.3952
H: 1.4463 -2.0999 -0.9753
H: 2.0075 -1.0814 1.7096
H: 1.8778 0.5037 -0.6976
O: -3.4461 0.3000 0.1119
H: -3.5706 -0.1576 0.9673
H: -3.8655 1.1310 0.3778
O: -2.5834 4.4940 -0.2589
H: -1.7551 4.2351 -0.6684
H: -2.3953 5.1836 0.3551
O: -0.1188 1.9324 -1.1402
H: -0.8434 1.4787 -0.7027
H: -0.2184 1.8272 -2.0525

net charge	0
SMILES	C/C=C/O.O.O.O


Stability verdict: *ii*, ahead by 0.139 eV